Record 1
{"formula": "C5H14", "method": "the ωB97M-V functional and the def2-TZVPD basis", "species": ["C", "C", "C", "H", "H", "H", "H", "H", "H", "H", "H", "C", "C", "H", "H", "H", "H", "H", "H"], "xyz": [[0.8433, -0.4459, -1.1997], [2.1274, 0.2847, -0.7570], [2.0570, 1.7716, -1.0620], [0.6419, -0.5544, -2.2625], [0.8186, -1.4745, -0.8304], [0.0532, 0.0909, -0.6728], [2.2203, 0.0670, 0.3039], [3.0066, -0.1652, -1.2221], [1.0675, 2.1920, -0.8800], [2.7867, 2.3101, -0.4522], [2.3025, 2.0655, -2.0832], [-2.8570, -0.5120, 1.0649], [-1.6015, -1.0443, 1.7118], [-3.6969, -1.1774, 1.2636], [-3.1483, 0.5052, 1.3271], [-2.7855, -0.4434, -0.0258], [-1.8546, -1.9036, 2.3299], [-0.7995, -1.2244, 1.0043], [-1.1815, -0.3420, 2.4421]], "lowdin_charge": [-0.13, -0.31, -0.13, 0.07, 0.06, 0.05, 0.09, 0.10, 0.07, 0.07, 0.07, -0.18, -0.17, 0.06, 0.06, 0.06, 0.06, 0.03, 0.07], "e_lumo_ev": 1.14, "total_energy_ev": -5411.6823, "fmax_ev_per_a": 1.280, "homo_ev": -11.5, "mol_weight_g_mol": 74.2, "homo_lumo_gap_ev": 12.6}

***

Record 2
{"formula": "C5H14", "method": "the ωB97M-V functional and the def2-TZVPD basis", "species": ["C", "C", "C", "H", "H", "H", "H", "H", "H", "H", "H", "C", "C", "H", "H", "H", "H", "H", "H"], "xyz": [[0.4581, -0.6195, -1.9850], [1.1121, -0.3671, -0.6490], [2.3703, 0.4659, -0.9051], [1.0163, -1.3507, -2.5776], [0.2079, 0.2342, -2.6073], [-0.4742, -1.1953, -1.9309], [0.3185, 0.1611, -0.1274], [1.3470, -1.2045, 0.0142], [3.0120, 0.1918, -1.7400], [2.0663, 1.5160, -0.9189], [3.0312, 0.4573, -0.0319], [-2.1429, 0.3293, 0.9916], [-1.6485, 0.1360, 2.4146], [-2.8727, 1.1311, 0.9139], [-1.3925, 0.5212, 0.2459], [-2.7555, -0.5491, 0.8050], [-0.9504, -0.6916, 2.4786], [-2.4874, -0.0733, 3.0877], [-1.1439, 0.9499, 2.9461]], "lowdin_charge": [-0.15, -0.31, -0.12, 0.07, 0.08, 0.07, 0.05, 0.11, 0.07, 0.07, 0.06, -0.16, -0.17, 0.06, 0.03, 0.07, 0.06, 0.06, 0.06], "e_lumo_ev": 1.12, "total_energy_ev": -5411.3877, "fmax_ev_per_a": 2.817, "homo_ev": -11.1, "mol_weight_g_mol": 74.2, "homo_lumo_gap_ev": 12.2}

***

Record 3
{"formula": "C5H14", "method": "the ωB97M-V functional and the def2-TZVPD basis", "species": ["C", "C", "C", "H", "H", "H", "H", "H", "H", "H", "H", "C", "C", "H", "H", "H", "H", "H", "H"], "xyz": [[-0.2937, 1.8182, 0.8688], [0.2999, 1.0378, 2.0171], [0.9636, -0.2764, 1.7434], [0.3868, 2.5456, 0.2696], [-1.3510, 2.2313, 1.1786], [-0.6126, 1.2225, 0.0163], [1.3240, 1.6062, 2.4775], [-0.4457, 1.0665, 2.7847], [0.2855, -1.1891, 1.6033], [1.8444, -0.0401, 0.9592], [1.6399, -0.5777, 2.5759], [-0.0084, -1.6807, -1.7975], [-0.9497, -0.8953, -2.6250], [-0.1929, -2.6943, -1.8320], [1.0158, -1.2214, -2.0168], [-0.2679, -1.3153, -0.8092], [-1.1830, -1.2022, -3.6987], [-0.6455, 0.1562, -2.6885], [-1.8682, -0.6099, -2.0609]], "lowdin_charge": [-0.15, -0.38, -0.18, 0.10, 0.10, 0.03, 0.16, 0.08, 0.08, 0.12, 0.06, -0.17, -0.22, 0.04, 0.10, 0.04, 0.09, 0.05, 0.07], "e_lumo_ev": 1.04, "total_energy_ev": -5409.9039, "fmax_ev_per_a": 4.317, "homo_ev": -10.7, "mol_weight_g_mol": 74.2, "homo_lumo_gap_ev": 11.7}

***

Record 4
{"formula": "C5H14", "method": "the ωB97M-V functional and the def2-TZVPD basis", "species": ["C", "C", "C", "H", "H", "H", "H", "H", "H", "H", "H", "C", "C", "H", "H", "H", "H", "H", "H"], "xyz": [[1.0540, -0.2128, -0.9954], [2.1719, 0.5149, -0.2354], [1.7008, 0.7490, 1.1088], [1.3551, -0.0954, -2.1279], [0.8387, -1.2090, -0.6607], [0.2106, 0.3307, -1.0193], [2.3508, 1.5766, -0.7480], [3.1493, 0.0267, -0.5518], [2.4215, 1.4460, 1.5570], [1.7176, -0.2920, 1.7189], [0.6567, 0.9106, 1.0886], [-2.2028, -1.2323, 0.1580], [-2.4399, 0.2663, -0.0276], [-1.4974, -1.7474, -0.3780], [-1.9372, -1.3742, 1.2558], [-2.9723, -2.0611, 0.1203], [-1.8300, 0.8092, 0.5241], [-2.6729, 0.5972, -1.1733], [-3.4947, 0.5711, 0.3440]], "lowdin_charge": [-0.14, -0.38, -0.16, 0.11, 0.06, 0.00, 0.14, 0.12, 0.08, 0.13, 0.04, -0.18, -0.17, 0.00, 0.09, 0.08, -0.02, 0.12, 0.09], "e_lumo_ev": 1.10, "total_energy_ev": -5409.5427, "fmax_ev_per_a": 8.489, "homo_ev": -10.7, "mol_weight_g_mol": 74.2, "homo_lumo_gap_ev": 11.8}

***

Record 5
{"formula": "C5H14", "method": "the ωB97M-V functional and the def2-TZVPD basis", "species": ["C", "C", "C", "H", "H", "H", "H", "H", "H", "H", "H", "C", "C", "H", "H", "H", "H", "H", "H"], "xyz": [[-0.0958, -1.6149, -0.7944], [-0.6981, -0.7364, -1.9347], [-1.3362, 0.4869, -1.3321], [-0.9120, -1.9440, -0.1546], [0.4753, -2.4602, -1.1881], [0.7106, -1.1246, -0.2730], [0.1499, -0.4803, -2.5790], [-1.3420, -1.4394, -2.4570], [-0.6054, 1.1808, -0.8964], [-1.8637, 1.1432, -2.0328], [-1.8877, 0.1491, -0.4479], [0.3184, 1.0311, 2.1967], [1.5106, 0.6668, 1.2886], [0.2788, 0.3640, 3.0551], [0.4018, 2.0686, 2.5107], [-0.5974, 0.8814, 1.6264], [1.5383, 1.1763, 0.3251], [1.5881, -0.4111, 1.2355], [2.3667, 1.0626, 1.8522]], "lowdin_charge": [-0.12, -0.30, -0.13, 0.07, 0.07, 0.02, 0.10, 0.09, 0.06, 0.07, 0.07, -0.16, -0.18, 0.06, 0.06, 0.04, 0.06, 0.04, 0.06], "e_lumo_ev": 1.19, "total_energy_ev": -5411.5481, "fmax_ev_per_a": 2.129, "homo_ev": -11.3, "mol_weight_g_mol": 74.2, "homo_lumo_gap_ev": 12.5}

***

Record 6
{"formula": "C5H14", "method": "the ωB97M-V functional and the def2-TZVPD basis", "species": ["C", "C", "C", "H", "H", "H", "H", "H", "H", "H", "H", "C", "C", "H", "H", "H", "H", "H", "H"], "xyz": [[-0.1637, -1.1525, -1.5787], [0.6767, 0.1415, -1.5826], [0.2538, 1.1471, -2.6786], [-0.4816, -1.3620, -0.5469], [-1.1109, -1.0344, -2.0970], [0.3936, -2.0386, -1.8843], [1.7033, -0.1641, -1.7729], [0.7215, 0.5839, -0.5884], [-0.3897, 1.9138, -2.2471], [-0.2412, 0.6002, -3.4825], [1.1369, 1.6368, -3.0992], [0.4193, 0.0338, 2.8640], [-1.1014, -0.1571, 2.8374], [0.6184, 1.0970, 2.9827], [0.8807, -0.4965, 3.6940], [0.9017, -0.3140, 1.9525], [-1.3991, -1.2085, 2.8490], [-1.5203, 0.3423, 1.9639], [-1.5456, 0.2969, 3.7252]], "lowdin_charge": [-0.12, -0.31, -0.12, 0.05, 0.06, 0.07, 0.09, 0.08, 0.07, 0.06, 0.06, -0.17, -0.17, 0.06, 0.06, 0.05, 0.06, 0.06, 0.06], "e_lumo_ev": 1.12, "total_energy_ev": -5411.7450, "fmax_ev_per_a": 1.511, "homo_ev": -11.2, "mol_weight_g_mol": 74.2, "homo_lumo_gap_ev": 12.3}

***

Record 7
{"formula": "C5H14", "method": "the ωB97M-V functional and the def2-TZVPD basis", "species": ["C", "C", "C", "H", "H", "H", "H", "H", "H", "H", "H", "C", "C", "H", "H", "H", "H", "H", "H"], "xyz": [[2.1431, 1.2522, 0.0023], [1.6385, 0.0380, 0.7291], [0.4910, 0.1998, 1.6819], [2.4417, 2.0160, 0.7365], [1.3577, 1.7343, -0.5818], [3.0521, 1.0907, -0.5718], [1.4885, -0.7351, -0.0361], [2.4205, -0.3951, 1.3679], [0.3900, 1.1500, 2.2085], [-0.5439, 0.0629, 1.3251], [0.4392, -0.5824, 2.4445], [-1.6790, -0.0292, -1.3292], [-2.1328, -1.4514, -1.0002], [-2.2661, 0.4617, -2.1040], [-1.6472, 0.5671, -0.4217], [-0.6669, -0.0260, -1.7396], [-1.3938, -1.9242, -0.3634], [-2.4537, -1.9829, -1.8960], [-3.0788, -1.4463, -0.4519]], "lowdin_charge": [-0.13, -0.34, -0.13, 0.07, 0.07, 0.07, 0.10, 0.10, 0.08, 0.05, 0.07, -0.18, -0.16, 0.06, 0.04, 0.06, 0.06, 0.06, 0.06], "e_lumo_ev": 1.16, "total_energy_ev": -5411.5742, "fmax_ev_per_a": 2.507, "homo_ev": -11.0, "mol_weight_g_mol": 74.2, "homo_lumo_gap_ev": 12.1}

***

Record 8
{"formula": "C5H14", "method": "the ωB97M-V functional and the def2-TZVPD basis", "species": ["C", "C", "C", "H", "H", "H", "H", "H", "H", "H", "H", "C", "C", "H", "H", "H", "H", "H", "H"], "xyz": [[-1.3841, -0.8537, -2.2055], [-1.3045, -1.1820, -0.7134], [-0.0655, -2.0797, -0.4249], [-0.3913, -0.5761, -2.5531], [-2.0756, -0.0404, -2.4213], [-1.7230, -1.7413, -2.7366], [-1.2518, -0.2855, -0.0984], [-2.2388, -1.6341, -0.3676], [0.2809, -2.4621, -1.3792], [0.6934, -1.4085, -0.0162], [-0.2356, -2.8381, 0.3350], [0.8210, 1.3298, 1.2508], [1.5866, 2.4925, 1.8626], [-0.2471, 1.3851, 1.4446], [1.0280, 1.1622, 0.2186], [1.1131, 0.3846, 1.7287], [1.5088, 3.3981, 1.2618], [1.2346, 2.6793, 2.8768], [2.6509, 2.2696, 1.9374]], "lowdin_charge": [-0.13, -0.31, -0.10, 0.07, 0.07, 0.07, 0.07, 0.09, 0.06, 0.05, 0.06, -0.19, -0.17, 0.06, 0.05, 0.07, 0.06, 0.06, 0.06], "e_lumo_ev": 1.10, "total_energy_ev": -5411.7928, "fmax_ev_per_a": 1.428, "homo_ev": -11.2, "mol_weight_g_mol": 74.2, "homo_lumo_gap_ev": 12.3}

***

Record 9
{"formula": "C5H14", "method": "the ωB97M-V functional and the def2-TZVPD basis", "species": ["C", "C", "C", "H", "H", "H", "H", "H", "H", "H", "H", "C", "C", "H", "H", "H", "H", "H", "H"], "xyz": [[0.3373, -0.0184, -1.2115], [0.4198, -1.4632, -1.7014], [1.7793, -2.1029, -1.3922], [1.1540, 0.6027, -1.5730], [0.3909, -0.0184, -0.1203], [-0.6155, 0.4732, -1.3918], [-0.3811, -2.0211, -1.2022], [0.2213, -1.4880, -2.7675], [2.5330, -1.7857, -2.1252], [2.1421, -1.7786, -0.4214], [1.6882, -3.1844, -1.3818], [-0.7580, 2.1654, 1.7353], [-1.6997, 1.0098, 2.0501], [-0.4416, 2.7003, 2.6258], [0.1841, 1.8288, 1.2916], [-1.1663, 2.9340, 1.0750], [-2.3946, 0.7940, 1.2420], [-2.2648, 1.2337, 2.9557], [-1.1282, 0.1188, 2.3127]], "lowdin_charge": [-0.13, -0.32, -0.12, 0.07, 0.05, 0.07, 0.10, 0.09, 0.07, 0.06, 0.06, -0.18, -0.17, 0.06, 0.05, 0.06, 0.06, 0.06, 0.06], "e_lumo_ev": 1.14, "total_energy_ev": -5411.8890, "fmax_ev_per_a": 0.747, "homo_ev": -11.5, "mol_weight_g_mol": 74.2, "homo_lumo_gap_ev": 12.6}

***

Record 10
{"formula": "C5H14", "method": "the ωB97M-V functional and the def2-TZVPD basis", "species": ["C", "C", "C", "H", "H", "H", "H", "H", "H", "H", "H", "C", "C", "H", "H", "H", "H", "H", "H"], "xyz": [[1.4803, -2.7605, 1.4053], [0.6370, -1.5685, 0.9701], [0.8243, -1.1621, -0.4850], [2.5288, -2.4978, 1.2793], [1.3040, -2.9706, 2.4547], [1.2947, -3.6779, 0.8400], [0.9077, -0.7194, 1.5869], [-0.4225, -1.7307, 1.1147], [0.7913, -2.0162, -1.1680], [1.7948, -0.7168, -0.7522], [0.0518, -0.4646, -0.7923], [-0.9220, 2.1049, -0.9482], [-1.9487, 3.2471, -0.8195], [-0.2064, 2.3602, -1.7351], [-0.2972, 1.9930, -0.0640], [-1.4355, 1.1898, -1.2172], [-2.4167, 3.2429, 0.1632], [-2.7498, 3.0988, -1.5530], [-1.4883, 4.2110, -0.9986]], "lowdin_charge": [-0.12, -0.32, -0.13, 0.07, 0.06, 0.07, 0.09, 0.09, 0.07, 0.08, 0.03, -0.18, -0.17, 0.06, 0.06, 0.05, 0.06, 0.06, 0.06], "e_lumo_ev": 1.13, "total_energy_ev": -5411.8850, "fmax_ev_per_a": 1.022, "homo_ev": -11.4, "mol_weight_g_mol": 74.2, "homo_lumo_gap_ev": 12.5}

***

Record 11
{"formula": "C5H14", "method": "the ωB97M-V functional and the def2-TZVPD basis", "species": ["C", "C", "C", "H", "H", "H", "H", "H", "H", "H", "H", "C", "C", "H", "H", "H", "H", "H", "H"], "xyz": [[-0.0101, 0.6630, 1.2690], [-0.5342, 0.4102, 2.6959], [-1.0891, 1.2080, 0.4237], [0.7844, 1.2969, 1.1541], [0.3234, -0.2629, 0.8699], [-0.2779, -0.4350, 3.2983], [-1.8976, 1.8046, 1.0439], [-1.5959, 0.5652, 2.6403], [-0.1703, 1.1525, 3.4302], [-0.9099, 1.8290, -0.4621], [-1.7104, 0.4065, -0.0775], [1.2312, -0.4873, -2.2167], [0.4296, -1.7757, -2.0634], [0.8924, 0.2959, -1.5200], [2.4102, -0.5177, -1.7233], [1.1717, -0.1495, -3.2734], [-0.4739, -1.5414, -2.4629], [0.8083, -2.5577, -2.5321], [0.4815, -1.9951, -1.0360]], "lowdin_spin": [0.18, 0.11, 0.14, 0.05, 0.09, 0.02, 0.02, 0.00, 0.06, 0.01, 0.08, 0.10, 0.04, 0.03, 0.05, 0.00, 0.01, 0.01, 0.00], "e_lumo_ev": [-2.81, -11.24], "total_energy_ev": -5398.9791, "fmax_ev_per_a": 5.258, "s_squared": 0.752, "multiplicity": 2, "charge": 1, "homo_ev": [-15.8, -14.8], "mol_weight_g_mol": 74.2, "homo_lumo_gap_ev": [13.0, 3.6]}

***

Record 12
{"formula": "C5H14", "method": "the ωB97M-V functional and the def2-TZVPD basis", "species": ["C", "C", "C", "H", "H", "H", "H", "H", "H", "H", "H", "C", "C", "H", "H", "H", "H", "H", "H"], "xyz": [[1.7645, 0.1957, -0.1643], [0.8347, 1.3176, 0.5622], [2.1908, 0.3949, -1.6168], [2.6503, 0.2661, 0.4737], [1.1927, -0.7321, -0.0071], [1.3825, 2.1862, 0.7448], [2.5721, -0.5731, -2.0239], [1.2783, 0.6685, -2.1801], [0.4144, 0.7934, 1.4320], [0.1508, 1.6420, -0.2347], [2.9207, 1.1714, -1.8142], [-2.0648, -1.4541, 0.1349], [-2.3075, -0.3798, 1.0972], [-2.0165, -1.0694, -0.8610], [-1.1303, -2.0478, 0.2331], [-2.8980, -2.1552, 0.2489], [-2.4743, -0.7393, 2.1121], [-3.1672, 0.1518, 0.8504], [-1.2931, 0.3632, 1.0129]], "lowdin_spin": [0.22, 0.26, 0.06, 0.06, 0.00, 0.01, 0.02, 0.03, 0.02, 0.04, 0.00, 0.06, 0.13, 0.00, 0.01, 0.03, 0.00, 0.01, 0.06], "e_lumo_ev": [-2.81, -10.67], "total_energy_ev": -5400.1610, "fmax_ev_per_a": 2.667, "s_squared": 0.754, "multiplicity": 2, "charge": 1, "homo_ev": [-16.1, -15.1], "mol_weight_g_mol": 74.2, "homo_lumo_gap_ev": [13.3, 4.5]}

***

Computed energy relative to the best compared isomer or geometry (same formula, charge and spin) (kJ/mol) in order:
35.4, 63.9, 207.0, 241.9, 48.4, 29.4, 45.9, 24.8, 15.5, 15.9, 205.2, 91.1